A 8-piece molecular cluster, C32H78F12N8O4P2 overall in a non-equilibrium geometry. Source: OMol25; level of theory: ωB97M-V with the def2-TZVPD basis set.

```
! wB97M-V def2-TZVPD RIJCOSX def2/J DEFGRID3
* xyz 4 1
C 19.034 -5.402 13.471
C 19.139 -6.872 14.035
N 19.766 -7.859 13.153
C 19.157 -8.420 12.003
C 20.161 -9.408 11.559
N 21.317 -9.318 12.341
C 21.041 -8.393 13.311
C 22.473 -10.192 12.257
H 18.337 -5.255 12.646
H 20.005 -5.053 13.120
H 18.603 -4.750 14.230
H 18.154 -7.249 14.310
H 19.637 -6.890 15.005
H 18.226 -8.002 11.648
H 20.078 -10.054 10.697
H 21.759 -8.079 14.054
H 22.964 -10.210 13.230
H 23.205 -9.664 11.646
H 22.097 -11.115 11.818
C 11.981 -5.707 19.239
C 11.120 -6.851 19.850
N 11.870 -8.087 20.078
C 11.366 -9.408 20.124
C 12.462 -10.248 20.401
N 13.600 -9.455 20.494
C 13.212 -8.131 20.308
C 14.932 -10.007 20.776
H 11.438 -4.766 19.327
H 12.308 -5.803 18.204
H 12.862 -5.562 19.865
H 10.420 -7.118 19.058
H 10.605 -6.568 20.768
H 10.311 -9.602 19.998
H 12.448 -11.305 20.619
H 13.893 -7.299 20.417
H 15.399 -10.571 19.969
H 14.798 -10.761 21.553
H 15.606 -9.278 21.227
C 14.029 -0.819 16.872
N 13.546 -1.469 18.173
C 12.160 -0.968 18.620
C 13.401 -2.914 17.872
C 14.575 -1.102 19.269
C 15.788 -2.052 19.181
O 16.623 -1.811 18.023
H 14.048 0.249 17.091
H 13.180 -0.867 16.191
H 14.912 -1.303 16.456
H 11.890 -1.568 19.489
H 11.397 -1.254 17.897
H 12.366 0.070 18.882
H 13.008 -3.384 18.774
H 14.392 -3.286 17.612
H 12.681 -3.026 17.061
H 14.133 -1.376 20.227
H 14.729 -0.036 19.104
H 15.516 -3.104 19.267
H 16.389 -1.974 20.087
H 17.319 -1.249 18.371
C 12.851 -5.898 13.126
N 13.970 -4.914 12.817
C 13.541 -3.525 13.322
C 15.220 -5.389 13.670
C 14.173 -5.022 11.263
C 15.281 -4.167 10.623
O 16.555 -4.608 11.055
H 12.559 -5.872 14.175
H 13.059 -6.874 12.686
H 11.876 -5.545 12.791
H 12.559 -3.282 12.916
H 14.346 -2.849 13.034
H 13.560 -3.519 14.412
H 14.804 -5.522 14.668
H 16.014 -4.645 13.728
H 15.510 -6.365 13.280
H 13.193 -5.003 10.786
H 14.495 -6.047 11.075
H 15.188 -3.160 11.030
H 15.307 -4.202 9.534
H 17.115 -4.750 10.289
C 16.363 -11.361 16.687
N 17.838 -11.749 16.342
C 17.860 -12.505 14.976
C 18.566 -10.417 16.139
C 18.490 -12.568 17.462
C 17.773 -13.931 17.679
O 18.010 -14.897 16.726
H 15.623 -12.160 16.653
H 16.089 -10.729 15.842
H 16.303 -10.816 17.629
H 18.911 -12.564 14.696
H 17.465 -11.753 14.293
H 17.361 -13.474 14.968
H 19.562 -10.594 15.733
H 18.709 -9.923 17.100
H 18.004 -9.729 15.507
H 18.482 -11.949 18.359
H 19.516 -12.679 17.110
H 16.699 -13.768 17.768
H 17.894 -14.404 18.654
H 17.563 -15.710 16.974
C 18.732 -6.794 20.992
N 20.017 -6.111 20.442
C 21.170 -7.132 20.667
C 19.948 -5.854 18.912
C 20.390 -4.845 21.261
C 19.437 -3.710 21.338
O 19.122 -3.168 20.063
H 17.990 -5.996 20.977
H 18.814 -7.202 21.999
H 18.463 -7.560 20.265
H 22.085 -6.559 20.515
H 21.158 -8.045 20.072
H 21.186 -7.439 21.712
H 20.024 -6.805 18.384
H 20.792 -5.200 18.693
H 18.991 -5.360 18.746
H 21.300 -4.511 20.762
H 20.710 -5.137 22.261
H 19.990 -2.918 21.842
H 18.544 -3.819 21.953
H 18.875 -2.252 20.209
P 16.062 -6.881 17.570
F 17.431 -7.703 17.879
F 16.785 -5.494 17.176
F 16.006 -7.372 16.010
F 14.640 -6.132 17.225
F 15.145 -8.173 17.886
F 15.973 -6.497 19.155
P 15.211 -9.559 12.794
F 14.567 -8.632 13.956
F 15.576 -8.313 11.749
F 16.598 -9.228 13.606
F 15.774 -10.608 11.683
F 15.005 -10.861 13.751
F 13.691 -9.694 12.156
*
```

Values from the calculation:
Energy above the lowest of the compared OMol25 structures with the same formula, charge and spin   4.5 kcal/mol
Highest occupied orbital energy   -17.4 eV
Maximum force   0.10327 Eh/bohr
Frontier orbital gap   9.78 eV

---

C24H17Br2CaFN3O3 as an isolated structure. Source: OMol25; level of theory: ωB97M-V with the def2-TZVPD basis set.

```
! wB97M-V def2-TZVPD RIJCOSX def2/J DEFGRID3
* xyz 1 1
Ca -0.116 0.120 0.115
C -1.108 -0.820 7.466
C -1.088 0.665 7.140
C -0.157 1.416 8.077
C -0.243 2.907 7.813
C 0.012 3.196 6.360
C 0.479 4.426 5.967
C 0.736 4.695 4.623
F 1.189 5.914 4.298
C 0.551 3.757 3.656
C 0.076 2.490 4.030
C -0.117 1.483 3.010
O 0.136 1.703 1.788
C -0.605 0.229 3.462
C -0.867 0.012 4.777
N -0.681 0.941 5.732
C -0.204 2.201 5.378
C -0.754 -0.721 2.308
O -1.782 -0.597 1.593
O 0.291 -1.302 1.908
H -1.289 -0.926 8.534
H -0.149 -1.288 7.236
H -1.903 -1.364 6.958
H -2.098 1.071 7.258
H 0.865 1.055 7.934
H -0.444 1.192 9.104
H 0.474 3.455 8.424
H -1.237 3.270 8.091
H 0.663 5.200 6.702
H 0.761 3.961 2.616
H -1.243 -0.943 5.105
Br -1.549 4.903 -4.908
C -1.199 3.550 -3.660
C -2.238 2.949 -2.972
C -1.908 1.962 -2.063
N -0.657 1.563 -1.826
C 0.345 2.149 -2.500
C 0.108 3.154 -3.425
C 1.731 1.667 -2.198
C 2.842 2.193 -2.838
C 4.096 1.702 -2.511
Br 5.615 2.393 -3.362
C 4.221 0.707 -1.558
C 3.060 0.245 -0.967
N 1.845 0.703 -1.273
H -3.266 3.237 -3.134
H -2.689 1.469 -1.495
H 0.910 3.632 -3.964
H 2.757 2.970 -3.581
H 5.185 0.306 -1.282
H 3.109 -0.529 -0.209
*
```

Values from the calculation:
Energy above the lowest of the compared OMol25 structures with the same formula, charge and spin   0.0 kcal/mol
Highest occupied orbital energy   -10.9 eV
Maximum force   0.00391 Eh/bohr
Frontier orbital gap   7.36 eV

---

Results for lowest unoccupied orbital energy: -7.7; -3.5 (in eV, following the order of the records).